# 1
Here is an isolated ion of composition C4H7ClNO and charge +1 in a non-equilibrium geometry from OMol25. Energies are from the ωB97M-V functional and the def2-TZVPD basis.

```
! wB97M-V def2-TZVPD RIJCOSX def2/J DEFGRID3
* xyz 1 1
O 4.130 -0.406 -0.211
N 3.149 -0.352 0.373
H -1.817 1.678 -0.454
H -1.859 -0.083 -0.434
H -0.873 0.765 -1.634
C -0.061 0.757 0.369
H -0.400 0.914 1.394
H 2.029 -0.032 1.989
H 0.900 -0.792 -0.799
H 0.231 -1.364 0.749
C 2.071 -0.297 0.934
C -1.221 0.782 -0.603
C 0.745 -0.540 0.250
Cl 1.110 2.108 0.028
*
```

Its orbital gap is 0.2843 Eh. Its energy above the lowest of the compared OMol25 structures with the same formula, charge and spin is 68.81 kcal/mol. The SMILES is C[C@H](Cl)CC=[N+]=O. As for the total energy: -746.40052 a.u.



# 2
Here is a 2-piece molecular cluster, C11H22ClNO overall in a non-equilibrium geometry from OMol25. Energies are from the ωB97M-V functional and the def2-TZVPD basis.

```
! wB97M-V def2-TZVPD RIJCOSX def2/J DEFGRID3
* xyz 0 1
H -0.034 -0.984 -2.729
Cl 3.143 -1.862 -2.909
C 0.075 -1.408 -1.729
H -3.237 1.747 2.502
C 2.626 -1.352 0.378
H 3.407 -3.413 0.461
C -2.398 2.878 0.825
H 3.508 -1.093 0.963
H -1.724 2.556 2.860
C -1.476 0.788 1.637
H -0.989 -1.520 0.149
N -0.832 1.134 0.309
C 2.835 -2.757 -0.198
H -1.098 2.825 -0.952
C 0.647 0.879 0.343
H -2.561 0.513 -0.684
H 1.078 1.105 -0.627
H -2.104 -0.085 1.490
H -2.530 3.934 1.050
H -0.681 0.536 2.333
H 0.840 -0.154 0.595
C -1.488 0.370 -0.812
H -2.017 -1.639 -1.257
H 1.081 1.521 1.106
C -2.271 2.020 2.085
H -0.267 3.145 0.582
H 0.977 -0.984 -1.277
H 1.783 -1.449 1.070
H -1.185 0.863 -1.735
C -1.088 2.608 0.112
H 1.870 -3.241 -0.348
C 3.632 -2.862 -1.468
H -3.245 2.561 0.215
C -1.145 -1.119 -0.856
O 4.612 -3.590 -1.634
H 0.256 -2.473 -1.850
*
```

Its orbital gap is 0.1814 Eh. As for the total energy: -1022.35252 a.u.



# 3
Here is C17H15N2PSe4Y as an isolated structure from OMol25. Energies are from the ωB97M-V functional and the def2-TZVPD basis.

```
! wB97M-V def2-TZVPD RIJCOSX def2/J DEFGRID3
* xyz 1 1
H 4.940 2.391 1.532
C 0.603 3.207 0.185
H -2.702 4.053 -1.532
C 2.917 1.398 -1.719
C -1.075 4.828 -0.325
C 4.896 -0.542 -1.601
H 5.672 -1.295 -1.551
H 4.669 -0.448 0.526
C 4.910 1.190 4.696
H 0.657 5.247 0.868
H 1.957 0.022 3.523
Se 2.005 -2.295 0.210
N -0.042 2.258 -0.511
C 4.583 1.884 2.421
H 2.203 2.215 -1.774
C 4.451 -0.083 -2.836
H 6.317 2.367 3.579
H 4.880 -0.476 -3.747
H 5.523 1.172 5.588
C 3.468 0.892 -2.896
C 3.348 1.232 2.414
H 3.147 1.284 -3.853
H -1.472 5.832 -0.249
N 1.801 2.870 0.781
C 3.690 0.531 4.687
Se 0.239 -2.719 1.723
C 3.345 0.924 -0.471
H 2.318 3.621 1.214
H 3.352 -0.002 5.566
Y 0.592 -0.171 -0.767
C -1.219 2.591 -1.096
C -1.764 3.846 -1.040
C 5.360 1.864 3.566
C 2.904 0.549 3.545
H -1.730 1.790 -1.614
P 2.291 1.249 0.976
C 4.340 -0.057 -0.428
Se -1.983 -1.052 -0.712
C 0.108 4.512 0.295
Se -1.057 -0.794 1.443
*
```

Its orbital gap is 0.2539 Eh. Its energy above the lowest of the compared OMol25 structures with the same formula, charge and spin is 6.11 kcal/mol. As for the total energy: -10751.69222 a.u.



# 4
Here is C10H14BClN6Sn as an isolated structure in a non-equilibrium geometry from OMol25. Energies are from the ωB97M-V functional and the def2-TZVPD basis.

```
! wB97M-V def2-TZVPD RIJCOSX def2/J DEFGRID3
* xyz 4 1
H -0.897 -4.000 4.313
C 0.188 3.542 -1.409
N -0.015 2.255 0.359
H 0.393 -2.820 3.855
N 0.252 2.266 -0.985
C 2.238 -1.102 0.662
C -0.242 3.510 0.793
N -1.333 -0.106 -0.320
C -2.370 -0.968 -0.335
Sn -0.360 0.497 1.471
C -0.170 -3.715 3.544
H -0.228 5.411 -0.299
C 2.481 -0.726 -1.532
H 0.691 1.135 -2.984
H 3.760 -2.211 -0.487
Cl -2.055 1.274 2.951
C 2.974 -1.475 -0.464
H 2.744 -0.704 -2.581
H -1.618 -0.406 -3.504
B 0.428 0.935 -1.831
N 1.487 0.057 -1.077
H -3.442 -1.891 -2.022
C -0.117 4.346 -0.308
H -0.496 3.698 1.826
H -0.718 -3.504 2.620
H 2.295 -1.441 1.682
H -2.817 -1.304 0.594
N -0.918 0.143 -1.603
C -1.748 -0.512 -2.438
H 0.539 -4.529 3.356
C -2.662 -1.236 -1.665
H 0.372 3.728 -2.455
N 1.363 -0.146 0.274
*
```

Its orbital gap (spin up / spin down) is 0.1500 / 0.1544 Eh. As for the total energy: -1415.44358 a.u.



# 5
Here is an isolated molecule of C4H10N2O in a non-equilibrium geometry from OMol25. Energies are from the ωB97M-V functional and the def2-TZVPD basis.

```
! wB97M-V def2-TZVPD RIJCOSX def2/J DEFGRID3
* xyz 0 1
H -0.364 -2.039 0.631
H -1.032 -0.655 1.569
H -0.732 1.824 0.512
C -0.203 -1.005 0.948
H -0.515 -1.275 -1.526
C -0.749 0.462 -2.396
H 1.175 -0.331 -0.506
H -1.325 -0.043 -3.197
N -0.785 -0.331 -1.268
N 0.909 -1.143 1.957
H 0.991 1.409 1.103
H 1.296 -0.297 2.359
O -0.156 1.482 -2.639
C 0.172 -0.028 -0.144
H 0.448 -1.574 2.750
H 0.615 2.124 -0.450
C 0.255 1.420 0.298
*
```

Its orbital gap is 0.3824 Eh. Its energy above the lowest of the compared OMol25 structures with the same formula, charge and spin is 39.66 kcal/mol. The SMILES is C[C@@H](CN)NC=O. As for the total energy: -343.13826 a.u.



# 6
Here is C18H27AsCrN3S4Se as an isolated structure in a non-equilibrium geometry from OMol25. Energies are from the ωB97M-V functional and the def2-TZVPD basis.

```
! wB97M-V def2-TZVPD RIJCOSX def2/J DEFGRID3
* xyz -1 5
H 2.462 -4.060 -1.174
S -2.959 1.681 1.558
C 0.561 -0.324 0.056
C -7.313 -2.544 2.342
H 0.119 2.963 -0.266
H 1.533 3.351 1.752
H 3.810 2.746 0.874
H 0.604 -2.889 0.028
H 1.029 -1.777 -3.796
C 4.776 -2.796 -0.346
C 2.850 3.909 -0.639
N 0.748 -1.150 -1.019
H 5.136 -2.455 -1.317
H -6.892 -0.421 2.618
H 0.278 -3.033 -1.709
H -0.433 2.049 1.139
C 0.626 1.598 -4.054
C 1.712 2.465 1.136
H -8.394 -2.431 2.404
H -7.048 -0.896 0.927
S -2.332 -0.349 4.398
H 3.088 1.783 -0.381
H 3.252 -1.303 -0.124
C 0.394 2.170 0.428
As -2.598 1.831 3.818
C 0.573 0.945 -1.771
H 0.323 2.984 -2.436
C -6.684 -1.229 1.906
H 2.993 -2.709 0.863
C 0.891 -0.749 -3.501
H -7.092 -3.340 1.633
H 4.892 -3.880 -0.315
C 0.944 -2.579 -0.966
Se 0.372 -0.863 1.836
H 2.045 3.852 -1.364
N 0.485 0.963 -0.396
C 0.821 0.271 -4.438
C 0.497 1.961 -2.723
H 0.566 2.359 -4.820
C 2.401 -2.968 -1.185
C 0.762 -0.389 -2.163
H 2.675 4.798 -0.032
C 3.330 -2.391 -0.125
S -4.350 2.575 4.730
S -0.708 2.782 4.050
Cr -2.145 -0.481 2.039
H 1.895 1.657 1.852
H 0.911 0.037 -5.489
H -6.942 -2.842 3.319
N -4.086 -1.289 1.740
H 3.774 4.061 -1.198
H 2.732 -2.654 -2.178
H 5.425 -2.372 0.416
C -5.237 -1.302 1.824
C 2.925 2.670 0.239
*
```

Its expectation value of S² is 6.034. Its orbital gap (spin up / spin down) is 0.2009 / 0.2011 Eh. As for the total energy: -8140.95063 a.u.



Copy entry 3 word for word.
Here is C17H15N2PSe4Y as an isolated structure from OMol25. Energies are from the ωB97M-V functional and the def2-TZVPD basis.

```
! wB97M-V def2-TZVPD RIJCOSX def2/J DEFGRID3
* xyz 1 1
H 4.940 2.391 1.532
C 0.603 3.207 0.185
H -2.702 4.053 -1.532
C 2.917 1.398 -1.719
C -1.075 4.828 -0.325
C 4.896 -0.542 -1.601
H 5.672 -1.295 -1.551
H 4.669 -0.448 0.526
C 4.910 1.190 4.696
H 0.657 5.247 0.868
H 1.957 0.022 3.523
Se 2.005 -2.295 0.210
N -0.042 2.258 -0.511
C 4.583 1.884 2.421
H 2.203 2.215 -1.774
C 4.451 -0.083 -2.836
H 6.317 2.367 3.579
H 4.880 -0.476 -3.747
H 5.523 1.172 5.588
C 3.468 0.892 -2.896
C 3.348 1.232 2.414
H 3.147 1.284 -3.853
H -1.472 5.832 -0.249
N 1.801 2.870 0.781
C 3.690 0.531 4.687
Se 0.239 -2.719 1.723
C 3.345 0.924 -0.471
H 2.318 3.621 1.214
H 3.352 -0.002 5.566
Y 0.592 -0.171 -0.767
C -1.219 2.591 -1.096
C -1.764 3.846 -1.040
C 5.360 1.864 3.566
C 2.904 0.549 3.545
H -1.730 1.790 -1.614
P 2.291 1.249 0.976
C 4.340 -0.057 -0.428
Se -1.983 -1.052 -0.712
C 0.108 4.512 0.295
Se -1.057 -0.794 1.443
*
```

Its orbital gap is 0.2539 Eh. Its energy above the lowest of the compared OMol25 structures with the same formula, charge and spin is 6.11 kcal/mol. As for the total energy: -10751.69222 a.u.